Record 1
# C2H2N2O3S

3 unconnected molecules or ions with the total composition C2H2N2O3S in a non-equilibrium geometry (ωB97M-V with the def2-TZVPD basis set, the Open Molecules 2025 dataset).

Structure (XYZ):
```
10
Properties=species:S:1:pos:R:3:forces:R:3:lowdin_charge:R:1
N 0.419 0.347 2.875 -0.068 -2.702 -2.779 0.2146
N 0.434 -0.521 2.112 1.188 3.703 5.243 -0.7797
S 0.575 -1.787 1.283 0.344 -1.923 -1.373 0.7925
O -0.470 1.740 0.425 0.841 -0.032 0.096 0.1896
C -1.041 0.799 0.788 -0.825 2.506 -1.658 -0.5740
O -1.771 -0.028 1.069 -1.478 -1.608 0.637 0.1649
C 0.498 -0.176 -2.160 -3.996 2.664 1.250 -0.1017
O -0.346 -0.724 -1.506 0.242 -0.871 -0.048 -0.0349
H 0.307 0.861 -2.439 0.039 0.527 -0.332 0.0869
H 1.394 -0.510 -2.447 3.713 -2.265 -1.036 0.0419
```
Forces are in eV/Å.

## Properties
HOMO energy: -9.86 eV
DFT total energy: -810.77311 Eh
net charge: 0
energy above the lowest of the compared OMol25 structures with the same formula, charge and spin: 49.4 kcal per mole
E_LUMO: 0.1 eV

Record 2
# C43H47N4O6P3PbS2Se4

A molecular structure, C43H47N4O6P3PbS2Se4 in a non-equilibrium geometry (ωB97M-V with the def2-TZVPD basis set, the Open Molecules 2025 dataset).

Structure (XYZ):
```
110
Properties=species:S:1:pos:R:3:forces:R:3:lowdin_charge:R:1
Pb 0.509 -1.630 -1.305 -0.244 -0.271 -0.211 0.8709
O -3.209 -8.098 -1.938 -0.232 -0.116 -0.686 -0.0444
C -2.641 -7.682 -0.925 0.303 0.584 -0.129 -0.7217
O -2.533 -8.196 0.197 0.064 -0.195 0.678 -0.0617
C -1.942 -6.286 -1.054 -0.187 -0.267 0.169 -0.0825
C -1.795 -5.509 0.091 0.033 -0.065 0.025 -0.0012
C -1.151 -4.295 0.005 0.009 0.015 0.112 -0.1796
N -0.620 -3.842 -1.126 -0.330 -0.549 -0.238 -0.1144
C -0.734 -4.582 -2.233 -0.143 -0.107 -0.010 -0.2263
C -1.419 -5.790 -2.242 -0.053 0.039 0.033 0.0654
C 0.009 -4.093 -3.477 0.141 0.078 -0.259 -0.6681
O -0.072 -4.740 -4.511 -0.253 -0.369 -0.199 0.0265
O 0.734 -3.047 -3.331 -0.236 0.330 0.139 -0.2976
H -2.172 -5.888 1.030 0.004 -0.031 0.049 0.1089
H -1.001 -3.659 0.875 -0.098 0.002 0.040 0.0838
H -1.519 -6.339 -3.166 0.024 -0.048 -0.010 0.1240
C 3.457 -1.309 1.554 -0.127 -0.129 -0.020 -0.3807
Se 1.744 -2.229 1.550 0.541 -1.284 0.651 0.8703
C 2.466 -4.082 1.475 -0.082 0.483 0.090 -0.5519
C 3.368 -4.334 0.291 -0.143 -0.082 -0.609 -0.5210
Se 2.312 -4.086 -1.379 1.210 -0.624 0.675 0.9747
C 3.821 -3.916 -2.596 -0.294 -0.032 0.228 -0.3575
H 4.179 -1.902 2.110 0.084 -0.037 0.044 0.0218
H 3.280 -0.354 2.038 0.032 0.000 -0.024 0.0098
H 3.775 -1.147 0.528 0.130 0.006 0.120 -0.0562
H 1.580 -4.720 1.418 0.008 -0.010 0.094 0.0482
H 2.984 -4.288 2.416 -0.052 -0.004 -0.044 0.0553
H 3.747 -5.360 0.319 0.072 0.110 -0.064 0.0610
H 4.202 -3.630 0.255 0.017 -0.080 0.049 0.0512
H 4.473 -4.781 -2.489 0.014 0.055 -0.053 0.0209
H 4.340 -2.982 -2.404 0.095 0.027 -0.034 -0.0023
H 3.359 -3.898 -3.578 0.072 0.017 -0.127 0.0142
Se -3.093 3.566 3.332 -0.159 0.066 -0.019 0.3171
P -1.117 2.840 3.192 -0.266 0.194 -0.051 0.5567
C -0.058 4.159 2.521 0.027 -0.084 0.154 -0.3422
C -0.551 4.793 1.384 -0.051 0.000 0.032 -0.1097
C 0.200 5.763 0.751 0.021 0.034 -0.038 -0.0791
C 1.441 6.117 1.260 0.042 0.068 0.001 -0.0959
C 1.930 5.488 2.393 0.173 0.138 -0.032 -0.0902
C 1.192 4.498 3.019 -0.173 -0.124 0.055 -0.0809
C -0.551 2.307 4.838 -0.063 0.023 -0.076 -0.3465
C -0.609 0.950 5.141 0.068 0.053 -0.172 -0.0751
C -0.301 0.504 6.412 -0.047 -0.012 0.133 -0.0754
C 0.042 1.412 7.401 -0.027 -0.013 0.011 -0.0975
C 0.054 2.769 7.117 0.072 0.056 0.182 -0.0964
C -0.246 3.221 5.844 -0.001 0.013 -0.196 -0.1025
C -0.695 1.472 2.125 -0.177 0.038 -0.007 -0.4135
C -1.214 0.606 1.149 0.158 0.289 0.337 -0.4086
N -0.200 -0.196 0.809 -0.659 0.235 0.093 -0.1704
N 0.860 0.152 1.501 0.324 0.245 -0.337 -0.1891
N 0.605 1.152 2.285 0.021 0.291 0.250 0.0251
P -2.858 0.184 0.570 -0.168 0.259 0.243 0.5461
Se -2.945 -1.194 -1.011 0.016 -0.029 0.000 0.3417
C -3.612 1.773 0.139 0.011 -0.324 -0.017 -0.3646
C -2.798 2.665 -0.551 -0.042 -0.083 0.068 -0.1038
C -3.320 3.872 -0.977 -0.010 0.055 -0.062 -0.0881
C -4.645 4.189 -0.716 0.014 0.089 -0.061 -0.0886
C -5.465 3.270 -0.079 -0.161 0.036 0.026 -0.0895
C -4.960 2.048 0.328 0.107 -0.057 -0.007 -0.1047
C -3.525 -0.448 2.147 -0.069 0.005 -0.359 -0.3229
C -3.082 -1.726 2.473 -0.014 -0.048 -0.038 -0.0981
C -3.347 -2.256 3.720 0.092 -0.072 0.005 -0.0748
C -4.078 -1.518 4.638 -0.055 0.006 0.121 -0.0951
C -4.555 -0.264 4.297 -0.105 -0.034 0.185 -0.0878
C -4.276 0.281 3.056 -0.070 0.021 -0.162 -0.1269
H -1.531 4.523 1.011 0.014 0.032 0.006 0.0558
H -0.181 6.245 -0.139 -0.021 0.018 -0.043 0.0997
H 2.025 6.886 0.770 0.039 -0.003 -0.004 0.0956
H 2.899 5.767 2.783 0.050 -0.021 0.029 0.0974
H 1.580 3.987 3.889 0.082 -0.046 0.020 0.1008
H -0.889 0.242 4.375 0.030 -0.083 -0.064 0.1040
H -0.342 -0.552 6.631 0.013 -0.100 0.000 0.1032
H 0.286 1.064 8.396 0.002 -0.005 0.042 0.0951
H 0.292 3.474 7.904 0.026 0.056 -0.040 0.0963
H -0.253 4.283 5.633 -0.018 0.032 -0.023 0.1063
H -1.774 2.388 -0.770 0.070 0.106 0.007 0.0914
H -2.689 4.561 -1.522 0.038 0.090 -0.029 0.1034
H -5.043 5.146 -1.031 -0.006 -0.035 0.012 0.0975
H -6.507 3.506 0.099 -0.021 0.001 -0.017 0.0994
H -5.605 1.306 0.781 -0.013 0.062 0.044 0.1085
H -2.534 -2.291 1.730 0.051 -0.061 0.023 0.0639
H -2.974 -3.239 3.972 -0.021 -0.068 0.024 0.1045
H -4.276 -1.923 5.622 -0.036 -0.021 0.025 0.0963
H -5.143 0.306 5.003 -0.001 0.049 0.080 0.1009
H -4.628 1.271 2.814 0.071 0.026 0.040 0.0241
C 3.454 3.417 -4.811 -0.042 -0.107 0.290 -0.0528
C 2.307 3.388 -3.802 -0.015 0.400 -0.403 -0.4607
C 0.971 3.369 -4.521 -0.009 0.073 0.208 -0.0953
O 2.450 2.304 -2.892 0.133 -0.329 0.187 -0.3108
P 1.914 0.797 -3.045 0.103 0.127 0.110 -0.0800
S 3.008 -0.286 -1.772 -0.021 0.472 -0.382 0.2936
S -0.082 0.683 -2.858 0.620 0.389 -0.426 0.2116
O 2.383 0.491 -4.559 -0.112 0.501 0.297 -0.3328
C 2.448 -0.866 -5.023 0.124 -0.549 -0.205 -0.4844
C 3.918 -1.264 -5.086 -0.250 0.121 0.098 -0.0583
C 1.754 -0.922 -6.373 0.077 0.055 0.373 -0.0343
H 3.390 4.322 -5.414 -0.010 0.104 -0.029 0.0731
H 3.396 2.551 -5.466 -0.024 -0.063 -0.041 0.0688
H 4.415 3.397 -4.302 0.095 0.017 0.061 0.0780
H 2.377 4.271 -3.149 -0.061 -0.125 -0.209 0.1390
H 0.913 2.492 -5.160 -0.074 -0.053 -0.116 0.0648
H 0.853 4.261 -5.129 0.053 0.186 -0.099 0.0762
H 0.163 3.310 -3.800 -0.166 0.042 0.002 0.0409
H 1.923 -1.529 -4.326 0.016 0.091 -0.131 0.0863
H 4.463 -0.590 -5.748 0.037 0.060 -0.100 0.0760
H 4.019 -2.283 -5.452 -0.002 -0.139 -0.079 0.0775
H 4.351 -1.203 -4.088 0.028 0.003 -0.040 0.0319
H 2.284 -0.295 -7.091 0.020 0.051 -0.112 0.0741
H 0.730 -0.567 -6.267 -0.062 -0.003 -0.036 0.0811
H 1.731 -1.949 -6.726 -0.019 -0.128 -0.087 0.0837
```
Forces are in eV/Å.

## Properties
HOMO energy: -2.99 eV
DFT total energy: -13956.55807 Eh
net charge: -2
E_LUMO: 3.5 eV

Record 3
# C17H12IrN3O2

A molecular structure, C17H12IrN3O2 (ωB97M-V with the def2-TZVPD basis set, the Open Molecules 2025 dataset).

Structure (XYZ):
```
35
Properties=species:S:1:pos:R:3:forces:R:3:mulliken_spin:R:1
Ir -1.288 0.644 0.645 0.074 0.316 0.307 1.7414
O 4.572 -2.513 -0.910 -0.036 -0.008 -0.023 0.0085
C 4.131 -1.546 -1.551 -0.069 0.112 0.115 0.0052
O 4.566 -0.912 -2.524 -0.035 -0.023 -0.010 0.0085
C 2.762 -1.012 -1.015 0.312 -0.158 -0.160 0.0989
C 2.166 -1.636 0.081 -0.704 0.476 0.111 -0.0354
C 0.938 -1.151 0.539 0.637 -0.682 0.252 0.0849
N 0.378 -0.098 -0.099 -0.544 0.065 0.067 0.2148
C 0.931 0.533 -1.158 0.632 0.253 -0.685 0.0855
C 2.159 0.077 -1.644 -0.701 0.109 0.479 -0.0346
C 0.129 1.637 -1.627 0.122 0.112 -0.271 0.1200
C 0.458 2.417 -2.742 -0.087 -0.021 0.096 -0.0166
C -0.372 3.437 -3.129 0.027 0.022 -0.042 0.0974
C -1.553 3.693 -2.408 -0.008 -0.169 0.183 0.0443
C -1.843 2.908 -1.326 -0.198 0.331 -0.236 0.0583
N -1.032 1.908 -0.918 0.323 -0.448 0.091 0.1105
C 0.142 -1.615 1.649 0.124 -0.269 0.114 0.1199
C 0.479 -2.722 2.437 -0.085 0.097 -0.025 -0.0164
C -0.345 -3.105 3.464 0.025 -0.042 0.024 0.0975
C -1.529 -2.387 3.718 -0.009 0.179 -0.169 0.0442
C -1.826 -1.312 2.926 -0.198 -0.231 0.332 0.0573
N -1.021 -0.908 1.919 0.323 0.084 -0.445 0.1110
H 2.689 -2.470 0.528 0.056 -0.031 -0.007 -0.0018
H 2.677 0.520 -2.484 0.055 -0.006 -0.032 -0.0017
H 1.364 2.194 -3.286 0.011 0.004 -0.009 0.0061
H -0.121 4.039 -3.992 0.003 0.004 0.000 0.0051
H -2.227 4.486 -2.694 -0.012 0.005 0.007 0.0030
H -2.738 3.045 -0.736 0.002 -0.001 -0.006 -0.0319
H 1.386 -3.264 2.215 0.011 -0.010 0.004 0.0061
H -0.088 -3.961 4.072 0.003 0.000 0.003 0.0051
H -2.198 -2.669 4.516 -0.012 0.007 0.005 0.0029
H -2.724 -0.725 3.060 0.003 -0.006 0.000 -0.0302
C -3.293 0.785 0.791 -0.093 -0.125 -0.129 0.9814
H -3.749 1.484 1.491 0.075 0.034 0.033 0.0490
H -3.979 0.199 0.190 -0.027 0.022 0.025 0.0022
```
Forces are in eV/Å.

## Properties
HOMO energy (alpha / beta): -6.17 / -7.96 eV
DFT total energy: -1073.94192 Eh
net charge: 0
spin multiplicity: 5
energy above the lowest of the compared OMol25 structures with the same formula, charge and spin: 0.0 kcal per mole
E_LUMO (alpha / beta): -1.5 / -3.1 eV

Record 4
# C4H5N2

A gas-phase ion, C4H5N2 (charge +1) in a non-equilibrium geometry (ωB97M-V with the def2-TZVPD basis set, the Open Molecules 2025 dataset).

Structure (XYZ):
```
11
Properties=species:S:1:pos:R:3:forces:R:3:lowdin_charge:R:1
C 0.343 -0.024 1.728 -0.571 -0.166 -0.221 0.0200
N 0.046 -0.290 0.388 0.809 -1.038 -5.342 0.1434
C -0.110 -0.551 -0.740 0.023 0.517 2.763 0.1346
C -0.650 -0.582 -2.073 0.366 0.463 -1.128 -0.1730
C -0.947 0.822 -2.592 -1.223 -3.393 2.370 0.0359
N -1.908 0.258 -2.023 0.006 0.873 -1.090 0.1940
H 1.189 0.651 1.863 -0.784 0.764 -0.147 0.1284
H 0.738 -0.943 2.072 -0.120 -1.189 1.012 0.1055
H -0.703 0.161 1.994 0.712 0.641 1.747 0.1369
H -0.581 -1.447 -2.775 0.116 0.749 1.091 0.1571
H -0.545 1.746 -2.807 0.666 1.779 -1.054 0.1174
```
Forces are in eV/Å.

## Properties
HOMO energy: -15.55 eV
DFT total energy: -264.52768 Eh
net charge: +1
energy above the lowest of the compared OMol25 structures with the same formula, charge and spin: 55.0 kcal per mole
E_LUMO: -4.6 eV

Record 5
# C2H7OS

2 unconnected molecules or ions with the total composition C2H7OS in a non-equilibrium geometry (ωB97M-V with the def2-TZVPD basis set, the Open Molecules 2025 dataset).

Structure (XYZ):
```
11
Properties=species:S:1:pos:R:3:forces:R:3:mulliken_spin:R:1
O 2.721 -0.404 0.714 -1.106 0.485 -0.247 0.1062
H 2.889 0.482 1.044 0.419 0.154 0.225 0.0003
C 0.473 -0.580 -0.528 -1.521 0.455 -1.003 0.6467
S -0.883 -0.031 0.386 -0.082 0.053 -0.378 0.2049
C -1.825 0.919 -0.871 -0.270 -0.519 -0.468 0.0219
H 0.724 -1.629 -0.608 0.019 -0.032 0.363 0.0139
H 0.639 0.023 -1.419 0.191 -0.223 0.077 -0.0108
H 1.762 -0.269 0.357 1.718 -0.521 0.580 0.0071
H -2.326 1.806 -0.496 0.300 0.060 0.368 -0.0060
H -2.605 0.272 -1.282 0.054 -0.091 0.213 0.0121
H -1.207 1.168 -1.733 0.277 0.179 0.270 0.0038
```
Forces are in eV/Å.

## Properties
HOMO energy (alpha / beta): -8.10 / -9.84 eV
DFT total energy: -553.73730 Eh
net charge: 0
spin multiplicity: 2
energy above the lowest of the compared OMol25 structures with the same formula, charge and spin: 22.0 kcal per mole
E_LUMO (alpha / beta): 0.9 / -0.7 eV

Q: Which formula does entry 3 have?
A: C17H12IrN3O2